# 1
The following is a DFT calculation (ωB97M-V/def2-TZVPD) of one molecule with the formula C3H4OS2 at a distorted geometry.

```
! RIJCOSX wB97M-V def2-TZVPD def2/J DEFGRID3
* xyz 0 1
O 0.04 2.01 -0.15
C -0.87 1.22 -0.40
C -0.86 -0.27 -0.01
S -2.07 -1.27 -0.34
C 0.42 -0.68 0.64
S 1.79 -1.06 -0.50
H -1.64 1.44 -1.08
H 0.19 -1.57 1.21
H 0.68 0.02 1.34
H 2.32 0.15 -0.70
*
```

Computed properties:
Structure (SMILES): O=CC(=S)CS
Energy above the lowest of the compared OMol25 structures with the same formula, charge and spin: 35.6 kcal per mole
Strongest force on any atom: 2.69 eV/A
E_tot: -26892.343 eV

---

# 2
The following is a DFT calculation (ωB97M-V/def2-TZVPD) of C39H44Cl4N7NiO as an isolated structure at a distorted geometry.

```
! RIJCOSX wB97M-V def2-TZVPD def2/J DEFGRID3
* xyz 1 3
Ni 1.72 1.49 2.50
C -0.72 -1.32 0.97
C 0.79 -1.40 1.15
O 1.37 -0.23 1.62
H -1.29 -1.14 1.89
H -1.13 -2.25 0.56
H -1.04 -0.55 0.27
H 1.16 -1.65 0.14
H 1.01 -2.23 1.82
N 0.63 2.82 1.36
C -0.23 2.47 0.37
C -1.01 3.32 -0.40
C -0.94 4.67 -0.17
C -0.05 5.10 0.83
C 0.63 4.17 1.57
H -0.33 1.39 0.35
H -1.73 2.88 -1.08
H -1.50 5.39 -0.74
H 0.08 6.16 1.00
H 1.43 4.49 2.23
N 2.93 -0.94 -2.21
C 1.78 -0.39 -2.58
C 1.58 0.25 -3.80
C 2.66 0.36 -4.66
C 3.87 -0.27 -4.31
C 3.95 -0.91 -3.07
H 1.02 -0.35 -1.80
H 0.69 0.83 -3.99
H 2.61 0.92 -5.59
H 4.68 -0.30 -5.03
H 4.84 -1.48 -2.84
N 0.12 1.40 4.02
C -0.50 2.45 4.60
C -1.43 2.33 5.62
C -1.73 1.06 6.06
C -1.13 -0.04 5.49
C -0.20 0.16 4.47
H -0.15 3.42 4.29
H -1.98 3.21 5.94
H -2.39 0.85 6.89
H -1.35 -1.02 5.89
H 0.36 -0.67 4.07
N 3.39 2.01 1.12
C 4.34 2.95 1.34
C 5.26 3.38 0.38
C 5.20 2.83 -0.90
C 4.28 1.81 -1.13
C 3.42 1.47 -0.10
H 4.45 3.35 2.34
H 6.05 4.04 0.69
H 5.94 3.16 -1.61
H 4.29 1.31 -2.09
H 2.69 0.70 -0.31
N -5.51 -2.30 -0.65
C -6.23 -1.33 -1.19
C -5.95 0.02 -1.08
C -4.74 0.41 -0.46
C -4.01 -0.61 0.10
C -4.41 -1.94 0.01
H -7.10 -1.63 -1.76
H -6.58 0.77 -1.54
H -4.51 1.44 -0.22
H -3.16 -0.39 0.74
H -3.83 -2.74 0.45
N 2.33 -5.06 -2.31
C 3.00 -5.58 -3.31
C 2.90 -5.14 -4.65
C 2.05 -4.10 -4.91
C 1.38 -3.45 -3.85
C 1.63 -3.94 -2.58
H 3.66 -6.41 -3.09
H 3.49 -5.62 -5.41
H 1.87 -3.78 -5.93
H 0.74 -2.58 -3.87
H 1.10 -3.48 -1.74
N -5.75 1.94 3.02
C -5.37 3.05 2.41
C -4.05 3.32 2.00
C -3.08 2.39 2.35
C -3.49 1.25 3.02
C -4.82 1.05 3.37
H -6.14 3.72 2.05
H -3.88 4.28 1.53
H -2.03 2.50 2.11
H -2.79 0.52 3.39
H -5.12 0.18 3.95
C -2.58 -4.44 -2.90
Cl -1.90 -3.96 -1.34
Cl -1.69 -5.83 -3.58
H -3.63 -4.71 -2.85
H -2.45 -3.61 -3.59
C 4.38 -3.02 -0.24
Cl 4.13 -4.32 0.96
Cl 5.77 -3.29 -1.29
H 3.46 -2.95 -0.80
H 4.55 -2.06 0.25
*
```

Computed properties:
Energy above the lowest of the compared OMol25 structures with the same formula, charge and spin: 0.0 kcal per mole
Strongest force on any atom: 2.83 eV/A
E_tot: -144760.582 eV

---

# 3
The following is a DFT calculation (ωB97M-V/def2-TZVPD) of a 2-piece molecular cluster, C4H10O overall at a distorted geometry.

```
! RIJCOSX wB97M-V def2-TZVPD def2/J DEFGRID3
* xyz 0 1
C 2.32 -0.16 -0.40
C 0.93 -0.20 0.17
C 0.21 1.08 -0.12
O -0.13 1.89 0.71
H 2.89 0.62 0.07
H 2.28 0.05 -1.47
H 2.83 -1.11 -0.22
H 0.38 -1.01 -0.31
H 0.97 -0.39 1.23
H 0.09 1.30 -1.21
C -2.55 -0.43 -0.22
H -2.19 -0.43 -1.25
H -2.28 -1.37 0.25
H -3.62 -0.33 -0.30
H -2.16 0.41 0.42
*
```

Computed properties:
Structure (SMILES): CCC=O.C
Energy above the lowest of the compared OMol25 structures with the same formula, charge and spin: 16.0 kcal per mole
Strongest force on any atom: 1.03 eV/A
E_tot: -6357.109 eV